Entry 1:
This record from the Open Molecules 2025 dataset describes the molecule C6H12N2 at a distorted geometry. The level of theory is ωB97M-V with the def2-TZVPD basis set.

Element x y z (Å)
C  -0.438  -0.456  -0.770
C  0.564  0.435  0.383
C  -0.361  -1.968  -0.667
C  1.972  -0.102  0.510
C  0.495  1.921  0.100
N  -1.643  0.191  -1.267
N  -2.640  0.374  0.967
C  -2.081  0.096  -0.101
H  0.395  -0.056  -1.395
H  -0.008  0.206  1.284
H  -3.629  0.203  1.072
H  0.503  -2.368  -1.193
H  -0.303  -2.261  0.383
H  -1.253  -2.421  -1.094
H  1.131  2.188  -0.744
H  2.463  0.393  1.350
H  2.551  0.094  -0.393
H  1.978  -1.172  0.708
H  0.832  2.469  0.983
H  -0.527  2.232  -0.115

The calculation puts the LUMO energy at 0.03090 hartree. The energy above the lowest of the compared OMol25 structures with the same formula, charge and spin is 306.6 kJ/mol. The calculation puts the max |F| at 7.0 eV/A.



Entry 2:
This record from the Open Molecules 2025 dataset describes a cluster of 2 separate species, C6H12N2 in total at a distorted geometry. The level of theory is ωB97M-V with the def2-TZVPD basis set.

Element x y z (Å)
C  1.277  0.821  -1.365
C  0.652  -0.091  -0.332
C  -0.022  0.453  0.758
C  -0.443  1.886  0.808
C  0.094  -0.224  2.084
H  2.234  1.228  -1.031
H  1.447  0.275  -2.293
H  0.637  1.665  -1.609
H  1.354  -0.878  -0.064
H  0.428  2.549  0.831
H  -1.032  2.129  -0.076
H  -0.970  2.130  1.729
H  0.404  -1.263  1.950
H  -0.824  -0.111  2.659
H  0.862  0.263  2.695
N  -1.703  -1.195  -1.824
C  -0.809  -1.760  -1.118
N  -0.533  -2.935  -0.770
H  -1.815  -1.502  -2.784
H  -1.238  -3.439  -0.247

The SMILES is CC=C(C)C.N=C=N. The calculation puts the LUMO energy at 0.00691 hartree. The energy above the lowest of the compared OMol25 structures with the same formula, charge and spin is 350.5 kJ/mol. The calculation puts the max |F| at 6.5 eV/A.



Entry 3:
This record from the Open Molecules 2025 dataset describes a cluster of 2 separate species, C6H12N2 in total at a distorted geometry. The level of theory is ωB97M-V with the def2-TZVPD basis set.

Element x y z (Å)
C  -2.252  2.533  -0.540
C  -1.354  1.491  -1.095
C  -1.088  0.164  -0.677
N  -0.058  -0.278  -1.592
C  0.239  0.721  -2.543
N  -0.518  1.803  -2.178
H  -3.015  2.030  0.153
H  -2.639  3.205  -1.339
H  -1.768  3.318  0.096
H  -1.543  -0.375  0.091
H  0.345  -1.087  -1.545
H  1.040  0.504  -3.272
C  1.419  -1.258  2.355
C  1.716  -2.240  1.220
H  1.054  -1.830  3.287
H  2.250  -0.670  2.679
H  0.707  -0.615  1.980
H  2.124  -1.705  0.307
H  0.825  -2.767  1.125
H  2.514  -2.943  1.489

The SMILES is Cc1c[nH]cn1.CC. The calculation puts the LUMO energy at 0.03276 hartree. The energy above the lowest of the compared OMol25 structures with the same formula, charge and spin is 142.3 kJ/mol. The calculation puts the max |F| at 7.8 eV/A.



Entry 4:
This record from the Open Molecules 2025 dataset describes the molecule C6H12N2. The level of theory is ωB97M-V with the def2-TZVPD basis set.

Element x y z (Å)
C  2.101  -1.186  0.952
C  0.959  -0.631  0.139
C  1.386  0.039  -1.150
N  -0.237  -1.297  0.227
C  -1.146  -0.333  0.172
C  -2.509  -0.524  -0.413
C  -0.601  0.881  0.670
N  -1.080  2.137  0.323
H  2.538  -2.049  0.434
H  1.764  -1.526  1.932
H  2.890  -0.442  1.081
H  1.941  0.960  -0.956
H  2.054  -0.630  -1.710
H  0.540  0.274  -1.795
H  -3.235  0.167  0.019
H  -2.501  -0.370  -1.498
H  -2.832  -1.552  -0.235
H  -0.139  0.837  1.648
H  -0.702  2.925  0.826
H  -1.191  2.322  -0.664

The SMILES is CC(C)=N/C(C)=C/N. The calculation puts the LUMO energy at 0.03241 hartree. The energy above the lowest of the compared OMol25 structures with the same formula, charge and spin is 203.5 kJ/mol. The calculation puts the max |F| at 0.9 eV/A.



Entry 5:
This record from the Open Molecules 2025 dataset describes the molecule C6H12N2 at a distorted geometry. The level of theory is ωB97M-V with the def2-TZVPD basis set.

Element x y z (Å)
C  -1.069  -2.074  -1.662
C  0.219  -1.957  -0.850
C  0.358  -0.776  0.110
N  1.231  0.160  -0.186
C  0.908  1.312  0.751
C  0.671  2.651  -0.041
C  -0.207  0.791  1.677
N  -0.429  -0.590  1.157
H  -1.833  -2.683  -1.044
H  -1.400  -1.011  -1.698
H  -1.097  -2.434  -2.758
H  0.362  -2.863  -0.300
H  1.069  -1.922  -1.563
H  1.774  1.591  1.330
H  0.685  3.468  0.614
H  -0.393  2.726  -0.486
H  1.255  2.797  -0.936
H  0.056  0.879  2.753
H  -1.203  1.299  1.498
H  -0.956  -1.364  1.634

The SMILES is CCC1=N[C@@H](C)CN1. The calculation puts the LUMO energy at 0.03428 hartree. The energy above the lowest of the compared OMol25 structures with the same formula, charge and spin is 105.2 kJ/mol. The calculation puts the max |F| at 3.9 eV/A.



Entry 6:
This record from the Open Molecules 2025 dataset describes a cluster of 2 separate species, C6H12N2 in total at a distorted geometry. The level of theory is ωB97M-V with the def2-TZVPD basis set.

Element x y z (Å)
C  1.944  0.753  -1.974
C  0.707  -0.059  -1.710
C  0.732  -1.182  -0.894
N  -0.698  -1.506  -0.654
C  -1.393  -0.476  -1.339
N  -0.531  0.371  -1.913
H  2.463  1.381  -1.216
H  1.606  1.392  -2.807
H  2.756  0.071  -2.191
H  1.430  -1.835  -0.439
H  -0.963  -2.379  -0.067
H  -2.596  -0.358  -1.315
C  -0.566  1.250  2.234
C  -0.942  -0.263  1.818
H  -0.608  1.889  1.412
H  -1.092  1.280  3.198
H  0.408  1.233  2.743
H  0.007  -0.496  1.275
H  -1.633  -0.278  1.081
H  -1.031  -0.789  2.759

The SMILES is Cc1c[nH]cn1.CC. The calculation puts the LUMO energy at 0.03191 hartree. The energy above the lowest of the compared OMol25 structures with the same formula, charge and spin is 250.6 kJ/mol. The calculation puts the max |F| at 6.1 eV/A.



Entry 7:
This record from the Open Molecules 2025 dataset describes a structure of composition C6H12N2 at a distorted geometry. The level of theory is ωB97M-V with the def2-TZVPD basis set.

Element x y z (Å)
C  0.122  1.092  1.220
C  1.413  1.221  0.439
C  1.541  0.064  -0.611
C  -0.639  -0.748  -1.571
C  -1.454  -0.849  0.745
C  -0.583  0.069  1.695
H  0.524  1.840  1.977
H  -0.710  1.522  0.499
H  2.219  1.009  1.238
H  1.631  2.178  -0.040
H  2.475  0.189  -1.239
H  1.777  -0.859  -0.034
H  1.193  -0.051  -2.368
H  -0.849  -0.777  -2.626
H  -2.494  -0.589  1.055
H  -1.513  -1.876  1.100
H  -1.549  0.520  2.550
H  0.205  -0.575  2.506
N  0.588  0.003  -1.634
N  -1.347  -1.093  -0.669

The calculation puts the LUMO energy at 0.03075 hartree. The energy above the lowest of the compared OMol25 structures with the same formula, charge and spin is 484.8 kJ/mol. The calculation puts the max |F| at 10.8 eV/A.



Entry 8:
This record from the Open Molecules 2025 dataset describes a cluster of 2 separate species, C6H12N2 in total at a distorted geometry. The level of theory is ωB97M-V with the def2-TZVPD basis set.

Element x y z (Å)
C  1.226  0.639  -2.297
C  0.383  1.010  -1.116
C  0.032  2.282  -0.761
N  -0.900  2.142  0.231
C  -1.125  0.817  0.399
N  -0.353  0.127  -0.388
H  1.601  1.532  -2.785
H  0.594  0.153  -3.036
H  2.049  -0.022  -2.031
H  0.243  3.286  -1.081
H  -1.453  2.861  0.668
H  -1.627  0.459  1.283
C  0.251  -2.375  2.276
C  0.124  -3.394  1.178
H  1.221  -1.915  2.465
H  -0.451  -1.548  2.139
H  -0.067  -2.751  3.255
H  -0.725  -3.203  0.530
H  0.941  -3.536  0.465
H  -0.047  -4.419  1.541

The SMILES is Cc1c[nH]cn1.CC. The calculation puts the LUMO energy at 0.03222 hartree. The energy above the lowest of the compared OMol25 structures with the same formula, charge and spin is 37.3 kJ/mol. The calculation puts the max |F| at 1.6 eV/A.



Entry 9:
This record from the Open Molecules 2025 dataset describes a cluster of 2 separate species, C6H12N2 in total at a distorted geometry. The level of theory is ωB97M-V with the def2-TZVPD basis set.

Element x y z (Å)
C  -0.150  1.645  0.127
C  -0.600  0.385  0.758
C  -1.692  -0.354  0.416
N  -1.701  -1.411  1.293
C  -0.633  -1.268  2.101
N  0.057  -0.189  1.806
H  -0.892  2.060  -0.563
H  0.698  1.504  -0.549
H  0.082  2.452  0.816
H  -2.450  -0.148  -0.319
H  -2.312  -2.206  1.359
H  -0.324  -1.982  2.846
C  2.557  0.461  -2.034
C  1.367  0.391  -3.018
H  2.944  1.472  -1.892
H  2.216  0.232  -1.026
H  3.288  -0.285  -2.339
H  1.746  -0.028  -3.948
H  0.593  -0.273  -2.632
H  0.930  1.365  -3.223

The SMILES is Cc1c[nH]cn1.CC. The calculation puts the LUMO energy at 0.03296 hartree. The energy above the lowest of the compared OMol25 structures with the same formula, charge and spin is 22.0 kJ/mol. The calculation puts the max |F| at 1.3 eV/A.



Entry 10:
This record from the Open Molecules 2025 dataset describes a cluster of 2 separate species, C6H12N2 in total. The level of theory is ωB97M-V with the def2-TZVPD basis set.

Element x y z (Å)
C  -0.274  -2.268  0.891
C  0.667  -1.800  0.064
C  2.133  -2.103  0.289
N  0.415  -0.876  -0.945
H  -1.320  -2.073  0.683
H  -0.025  -2.835  1.773
H  2.636  -1.190  0.618
H  2.663  -2.505  -0.571
H  2.186  -2.816  1.108
H  1.160  -0.786  -1.610
H  -0.482  -0.897  -1.380
C  -2.432  1.638  -0.067
C  -1.203  1.587  0.448
N  -0.410  2.735  0.620
C  0.136  3.233  -0.399
H  -2.837  2.597  -0.365
H  -3.008  0.746  -0.253
H  -0.769  0.648  0.759
H  0.760  4.109  -0.247
H  0.006  2.859  -1.417

The SMILES is C=C(C)N.C=CN=C. The calculation puts the LUMO energy at 0.03304 hartree. The energy above the lowest of the compared OMol25 structures with the same formula, charge and spin is 198.9 kJ/mol. The calculation puts the max |F| at 0.9 eV/A.



One value per record, in order, for Kohn-Sham gap: 9.716, 8.754, 9.463, 7.981, 9.111, 9.407, 9.425, 9.513, 9.529, 9.197 eV.